No. 1
# C21H56BF4O7V

C21H56BF4O7V as an isolated structure in a non-equilibrium geometry (ωB97M-V/def2-TZVPD, the Open Molecules 2025 dataset).

* total charge: +1
* HOMO-LUMO gap (alpha / beta): 7.326 / 7.315 eV
* multiplicity: 4
* energy above the lowest of the compared OMol25 structures with the same formula, charge and spin: 242.6 kJ/mol
* HOMO energy (alpha / beta): -11.86 / -11.86 eV

The geometry in XYZ format:
```
90
Properties=species:S:1:pos:R:3:forces:R:3:mulliken_charge:R:1
V -1.630629 -2.216126 -0.592672 0.539 2.570 0.687 0.700
B 0.481085 0.627869 -0.772200 0.445 1.240 -0.566 -0.663
F -0.084032 1.572209 -1.626874 0.088 -0.323 0.180 -0.282
F 0.469262 1.096862 0.540956 0.135 -0.326 0.151 -0.317
F -0.396326 -0.534298 -0.845483 -0.772 -1.416 0.115 0.959
F 1.738716 0.236919 -1.178062 -0.277 -0.088 0.112 -0.196
C 1.868716 -0.008706 -5.500506 -0.198 1.131 0.023 -1.472
C 0.408446 -0.305136 -5.124886 0.817 -0.107 -0.576 0.740
C -0.213190 -1.336756 -6.046650 0.388 -0.780 0.575 -1.382
O 0.379307 -0.832743 -3.800915 -0.541 -0.159 0.303 -0.381
H 1.978588 0.294127 -6.545134 -0.148 -0.168 -0.017 0.437
H 2.603072 -0.779193 -5.278683 -0.333 -0.347 0.066 0.288
H 2.148961 0.883533 -4.928159 0.235 -0.138 0.033 0.368
H -0.138001 0.644040 -5.157202 -0.110 -0.054 -0.023 0.187
H -0.039058 -1.159768 -7.104347 -0.144 0.354 0.006 0.377
H -1.269504 -1.520296 -5.846880 -0.043 0.210 -0.093 0.302
H 0.308553 -2.273667 -5.814696 -0.103 -0.029 -0.108 0.332
H 0.719713 -0.161396 -3.197207 0.103 -0.018 -0.101 0.117
C 6.901778 -0.754852 -0.338258 0.323 0.210 0.672 -1.362
C 5.393328 -0.622059 -0.238454 -0.824 -0.306 -0.884 0.903
C 4.906889 0.600927 0.560510 0.511 -0.939 -0.900 -1.340
O 4.854869 -0.561141 -1.598744 0.201 0.560 0.777 -0.537
H 7.402172 0.216996 -0.288790 -0.170 0.072 -0.318 0.285
H 7.164887 -1.244289 -1.271279 0.033 -0.099 0.031 0.358
H 7.335569 -1.302099 0.503614 -0.175 -0.201 -0.074 0.359
H 4.936290 -1.544931 0.135466 0.250 0.033 0.311 0.003
H 5.501862 1.416060 0.143312 -0.142 0.383 0.560 0.508
H 5.074551 0.424739 1.620568 0.097 0.396 0.079 0.349
H 3.851376 0.780168 0.352081 -0.036 -0.016 0.178 0.190
H 4.587589 0.359472 -1.702650 -0.116 -0.145 -0.406 0.267
C 2.060264 -2.073250 1.272305 0.559 0.501 0.360 -0.514
C 1.540200 -3.115072 0.301895 -0.669 0.549 -0.798 0.781
C 2.135634 -4.508270 0.374602 0.177 0.828 0.506 -1.569
O 0.053468 -3.216429 0.467131 -0.932 -0.309 -0.214 -0.291
H 2.854587 -2.464178 1.910713 -0.204 -0.129 0.151 0.568
H 1.278027 -1.624735 1.886134 -0.163 -0.440 0.111 -0.045
H 2.492285 -1.193981 0.789091 0.020 -0.290 -0.441 -0.239
H 1.582167 -2.730454 -0.718764 0.379 -0.033 0.037 -0.033
H 1.907045 -4.969438 1.340536 -0.110 -0.100 -0.067 0.516
H 3.217384 -4.366261 0.374882 0.019 -0.255 -0.254 0.381
H 1.816982 -5.129287 -0.456016 0.052 -0.106 0.004 0.376
H -0.110374 -3.956518 1.066187 -0.059 0.122 0.055 0.212
C 0.829739 0.602649 4.494440 0.090 0.465 0.607 -0.952
C 1.342640 2.042690 4.379657 0.439 -0.807 -0.477 0.298
C 2.860987 2.089723 4.654817 -0.498 0.239 0.815 -1.234
O 1.094437 2.571198 3.074941 -0.410 0.030 0.266 -0.420
H 1.286948 0.002999 3.704525 -0.180 -0.213 0.034 0.125
H -0.259557 0.545032 4.510807 0.008 0.027 -0.495 0.126
H 1.136291 0.224041 5.472923 0.143 -0.204 -0.149 0.518
H 0.775894 2.642132 5.091662 0.165 0.272 -0.121 0.425
H 3.184861 1.251879 5.276115 -0.010 -0.030 -0.086 0.378
H 3.079718 2.989547 5.231982 0.264 0.072 -0.266 0.330
H 3.431721 2.093138 3.730275 -0.023 0.026 -0.077 0.242
H 1.348334 1.886231 2.445495 -0.001 0.118 -0.111 0.145
C -3.410451 0.208095 -3.866254 -0.082 0.473 -0.337 -1.543
C -3.381183 0.182986 -2.332068 -0.466 1.036 -1.633 1.318
C -4.685071 0.733450 -1.767628 0.409 -0.804 0.007 -1.180
O -3.181281 -1.192120 -1.920752 0.991 -1.038 1.178 -0.322
H -3.077105 1.181056 -4.241048 0.153 -0.016 0.257 0.400
H -4.407134 0.120735 -4.308863 -0.026 -0.511 0.238 0.388
H -2.722381 -0.528499 -4.277359 -0.069 -0.065 0.000 0.273
H -2.520986 0.811010 -2.103375 0.228 -0.654 0.871 -0.278
H -4.973894 1.613694 -2.334626 -0.083 0.092 0.112 0.409
H -4.648977 0.941310 -0.701375 0.101 0.097 0.008 -0.187
H -5.424039 -0.058966 -1.934991 -0.304 0.299 -0.012 0.546
H -4.000503 -1.687068 -2.039755 -0.127 0.264 -0.199 0.240
C -2.693982 -1.466071 3.386494 -0.227 -0.123 -0.738 -1.047
C -3.402491 -1.488908 2.029068 0.215 0.122 0.424 0.480
C -4.682830 -0.662179 2.003071 0.416 -0.678 -1.233 -1.179
O -2.460046 -0.971343 1.043938 -0.181 -1.439 -0.424 0.378
H -1.886472 -2.197944 3.390655 0.029 -0.001 0.119 0.270
H -3.403488 -1.693092 4.179942 0.132 0.117 0.134 0.476
H -2.251332 -0.475108 3.494054 -0.126 0.027 0.350 0.020
H -3.626113 -2.523313 1.739690 0.064 0.026 -0.079 0.436
H -4.408461 0.390550 2.068477 -0.399 0.046 0.714 0.108
H -5.399436 -1.092343 2.697788 0.043 0.613 0.440 0.504
H -5.152830 -0.771217 1.018588 0.081 -0.019 0.004 0.235
H -2.338702 -0.012987 1.243775 0.173 0.481 -0.577 0.124
C -3.908724 3.250096 1.219667 -0.336 -0.151 0.144 -1.381
C -2.505304 2.996132 0.733910 0.896 -0.080 0.496 0.880
C -1.503924 4.021370 1.316294 -0.066 -1.282 -0.372 -1.402
O -2.078672 1.698812 1.266192 -0.263 -0.134 -0.059 -0.343
H -3.968038 2.992336 2.280489 0.132 0.127 0.017 0.292
H -4.678356 2.656388 0.723577 0.105 0.004 -0.180 0.279
H -4.176890 4.301041 1.124540 0.026 0.016 -0.105 0.426
H -2.403879 2.891748 -0.349268 -0.253 0.400 -0.077 0.104
H -1.646876 3.970520 2.395229 -0.008 0.601 0.043 0.351
H -1.544490 5.010357 0.869412 -0.321 0.098 0.207 0.411
H -0.499152 3.624788 1.153012 0.050 0.191 -0.093 0.362
H -1.131064 1.634837 1.065392 -0.001 0.029 0.173 -0.065
```
Positions in Å, forces in eV/Å.

=====

No. 2
# C21H57N3O6

A 6-piece molecular cluster, C21H57N3O6 overall in a non-equilibrium geometry (ωB97M-V/def2-TZVPD, the Open Molecules 2025 dataset).

* structure (SMILES): COC[C@H](C)N.COC[C@H](C)N.COC[C@H](C)N.CC(C)O.CC(C)O.CC(C)O
* HOMO-LUMO gap: 9.649 eV
* energy above the lowest of the compared OMol25 structures with the same formula, charge and spin: 185.6 kJ/mol
* HOMO energy: -9.18 eV

The geometry in XYZ format:
```
87
Properties=species:S:1:pos:R:3:forces:R:3:mulliken_charge:R:1
C -1.251588 -3.085539 0.418969 -0.218 -2.026 -0.337 -0.548
O -2.463797 -3.847478 0.645727 0.648 0.670 -0.112 -0.382
C -3.445350 -3.518617 -0.319564 -0.077 -0.569 -0.541 -0.486
C -4.764362 -4.247769 0.030212 1.751 -0.219 -1.497 0.372
C -4.567986 -5.698023 -0.353028 0.547 -0.266 2.117 -1.354
N -5.832813 -3.591005 -0.712580 -0.462 0.246 0.924 -0.686
H -0.428661 -3.607975 0.981994 -0.852 0.836 -0.433 0.205
H -1.384813 -2.047582 0.655734 -0.025 0.575 0.588 0.247
H -1.037966 -3.123065 -0.658107 0.283 -0.045 0.113 0.291
H -3.644323 -2.444826 -0.304306 0.148 0.268 -0.179 0.252
H -3.084907 -3.846166 -1.342415 -0.384 0.536 0.785 0.178
H -4.738373 -4.219431 1.093372 -0.869 0.341 1.232 0.298
H -3.629047 -5.989183 0.157896 -0.406 -0.069 -0.146 0.280
H -4.357037 -5.802815 -1.379667 -0.328 -0.302 -1.415 0.378
H -5.339606 -6.362716 0.061854 0.018 0.157 -0.578 0.373
H -5.901429 -2.647007 -0.330392 -0.060 -0.001 -0.320 0.259
H -6.735037 -4.004744 -0.468279 0.272 -0.109 -0.214 0.269
C 1.161189 2.719758 5.213518 2.540 0.131 -0.427 -0.459
O -0.076072 3.264863 5.188488 -2.888 0.683 -0.832 -0.344
C -0.896288 3.032495 4.031459 0.305 -0.603 -0.523 0.365
C -2.200100 2.306308 4.404788 -0.165 1.061 0.273 0.459
C -3.103392 2.191159 3.177441 0.318 -1.672 -0.479 -1.133
N -2.894410 3.052758 5.465028 0.387 -0.099 0.467 -0.812
H 1.264758 1.928400 5.966491 0.074 0.196 -0.017 0.253
H 1.855389 3.564721 5.377570 0.141 -0.554 0.561 0.248
H 1.522883 2.340445 4.245420 -0.439 -0.275 0.015 0.048
H -1.218032 3.977957 3.530410 0.529 -0.268 0.576 0.234
H -0.296971 2.457471 3.281081 -0.455 0.334 0.425 -0.442
H -1.986503 1.321771 4.858177 -0.050 0.199 -0.546 0.261
H -4.072326 1.755639 3.441148 0.167 0.089 0.136 0.408
H -2.604907 1.455743 2.515006 -0.339 0.260 0.024 0.154
H -3.314045 3.054879 2.541485 0.380 0.397 0.552 0.209
H -2.234192 3.140401 6.233372 -0.059 -0.356 0.234 0.316
H -2.958476 4.021381 5.198368 -0.412 0.458 -0.521 0.285
C 4.296077 1.799746 -1.582055 -0.649 -0.585 -0.531 -0.810
O 4.408125 1.089474 -0.360244 -0.262 0.815 0.069 -0.097
C 5.626200 0.465850 -0.199281 0.848 -2.577 0.301 -1.119
C 5.868870 -0.895239 -0.982201 -1.473 1.815 -0.735 0.565
C 4.821404 -2.028458 -0.906646 -0.679 0.050 1.674 -0.949
N 7.255432 -1.204610 -0.728710 0.016 -1.515 -0.115 -0.637
H 3.542013 2.572005 -1.490042 -0.285 0.007 0.328 0.205
H 3.910137 1.075620 -2.341437 0.684 0.718 0.055 0.231
H 5.223941 2.321534 -1.850926 0.001 -0.504 -0.127 0.383
H 6.510218 1.058663 -0.404646 -0.047 0.593 -0.422 0.461
H 5.750516 0.183335 0.848435 -0.356 0.148 0.309 0.358
H 5.783500 -0.648297 -2.052825 0.445 0.250 0.117 0.157
H 4.380957 -2.329658 0.094473 0.947 0.511 -0.710 0.171
H 5.273738 -2.908622 -1.333330 0.120 -0.463 -0.209 0.430
H 3.926557 -1.807086 -1.489394 0.136 0.243 -0.219 0.035
H 7.450493 -1.974234 -1.382653 0.477 0.358 0.472 0.322
H 7.331477 -1.624164 0.203445 0.106 0.161 -0.243 0.270
C 1.018931 -0.171938 -0.441090 -0.946 0.004 -0.283 -0.044
C 1.269046 0.445578 0.905681 1.309 -0.417 -0.229 0.739
C 2.285049 -0.380941 1.709382 -0.317 0.841 0.126 -1.058
O 1.738732 1.803156 0.663680 1.258 -1.055 1.316 -0.617
H 0.364810 -1.055618 -0.344692 0.410 0.203 -0.206 -0.145
H 1.961221 -0.438209 -0.949822 -0.395 0.192 0.169 -0.274
H 0.454492 0.593184 -0.997169 0.342 -0.551 -0.283 0.018
H 0.393383 0.451082 1.532546 -0.807 0.462 -0.087 0.254
H 3.285392 -0.155735 1.362128 0.278 -0.570 -0.383 -0.034
H 2.034304 -1.439119 1.772825 0.165 -0.038 -0.462 0.351
H 2.263922 -0.032975 2.720600 -0.008 0.291 0.905 0.353
H 2.706283 1.724519 0.893563 -1.277 0.572 -0.642 0.373
C -2.113382 4.667026 -0.497278 -0.261 -0.764 0.461 -1.276
C -2.065687 3.493861 -1.435340 0.506 -0.454 -1.358 0.585
C -1.829003 2.134884 -0.785585 -0.257 0.154 -0.034 -0.485
O -3.283017 3.482002 -2.269191 0.599 0.813 1.715 -0.582
H -2.873344 4.440744 0.246251 -0.414 0.313 0.059 0.248
H -2.375030 5.523793 -1.085271 -0.147 0.702 0.029 0.370
H -1.202154 4.832730 0.088680 0.088 -0.123 -0.528 0.322
H -1.275766 3.631981 -2.181889 0.327 0.202 0.256 0.190
H -0.892457 2.091383 -0.190406 -0.366 0.044 -0.724 -0.067
H -1.897924 1.361562 -1.577349 0.465 0.146 0.560 0.151
H -2.630546 1.948345 -0.085082 -0.415 -0.159 0.271 0.308
H -3.220969 2.670562 -2.746066 -0.151 -0.843 -0.662 0.295
C 0.097479 0.144703 -4.610998 -0.164 -1.258 -0.104 -0.976
C -0.477395 -1.278422 -4.499106 0.164 0.381 -0.718 0.397
C 0.650470 -2.334775 -4.611235 -1.610 -0.211 -0.051 -1.164
O -1.126380 -1.373519 -3.247067 0.259 -0.234 1.077 -0.369
H 0.862990 0.237677 -3.856002 0.413 0.250 0.150 0.061
H -0.696944 0.831052 -4.379870 -0.249 0.541 -0.167 0.260
H 0.500225 0.276635 -5.616217 0.058 0.320 0.126 0.410
H -1.214810 -1.378679 -5.319117 0.302 -0.337 0.287 0.330
H 0.270674 -3.316598 -4.333952 -0.431 -0.193 -0.412 0.361
H 1.373692 -2.203600 -3.829161 0.844 0.693 -0.003 0.142
H 1.019962 -2.377401 -5.643908 0.334 0.109 0.494 0.375
H -2.077271 -1.497025 -3.251133 0.049 -0.060 -0.584 0.223
```
Positions in Å, forces in eV/Å.